Record 1
206
Properties=species:S:1:pos:R:3:lowdin_spin:R:1 method="wB97M-V/def2-TZVPD" lumo_energy_ev="-12.642 / -16.723" charge=+5 gap_ha="0.201 / 0.051" multiplicity=2 s_squared=0.7653 largest_force_ev_per_a=4.93
As -1.37096 1.16891 0.61454 0.000
F -2.38731 2.42447 -0.18003 0.000
F -2.55286 -0.11357 0.29970 0.000
F -0.32005 -0.02824 1.46786 0.000
F -0.12732 2.43208 0.92237 0.000
F -2.12701 1.62789 2.18446 0.000
F -0.68875 0.78676 -0.99512 0.000
C 0.58372 7.16402 3.59767 0.000
N 2.04288 6.86925 3.28968 0.000
C 2.70766 8.03480 2.48163 0.000
C 2.77891 6.86343 4.66068 0.000
C 2.26660 5.49105 2.63829 0.000
C 1.48076 5.24699 1.36137 0.000
O 0.09457 4.94779 1.68423 0.000
H 0.09463 6.37636 4.17082 0.000
H 0.01914 7.23446 2.66794 0.000
H 0.54136 8.03554 4.25094 0.000
H 2.24889 8.15532 1.50025 0.000
H 3.74237 7.70420 2.39114 0.000
H 2.52969 8.92455 3.08559 0.000
H 3.83112 6.71481 4.41804 0.000
H 2.30307 5.99608 5.11826 0.000
H 2.63072 7.77094 5.24597 0.000
H 2.23203 4.69048 3.37720 0.000
H 3.31582 5.59633 2.36235 0.000
H 1.89225 4.40484 0.80500 0.000
H 1.62592 6.10614 0.70648 0.000
H -0.04382 4.00440 1.57259 0.000
C -2.24022 -2.22725 8.91976 0.002
C -2.38686 -3.03066 7.63178 -0.001
N -1.80399 -2.31657 6.55683 0.043
C -2.06054 -2.52118 5.24985 0.269
C -1.36998 -1.59663 4.45159 0.326
N -0.63981 -0.78680 5.30675 0.021
C -0.87508 -1.27640 6.56458 0.283
C 0.10753 0.42139 4.96687 -0.004
H -2.75997 -2.70617 9.74959 0.000
H -2.65239 -1.22179 8.83462 0.001
H -1.19067 -2.11228 9.19054 0.000
H -3.42931 -3.23188 7.38497 -0.001
H -1.95885 -4.03259 7.59944 -0.001
H -2.85523 -3.18063 4.93363 0.006
H -1.43527 -1.25391 3.42949 0.007
H -0.28933 -0.96475 7.41673 0.007
H 0.95204 0.21165 4.31044 -0.001
H 0.53674 0.64619 5.94326 0.000
H -0.63522 1.08949 4.53091 -0.002
C 0.98176 -1.77109 -3.89781 0.000
C 2.30781 -2.05867 -4.66085 0.000
C 2.74882 -0.83671 -5.48524 0.000
C 3.30588 0.46504 -4.89002 0.000
P 2.84912 2.01159 -5.76813 0.000
C 1.91378 3.19087 -4.76817 0.000
C 0.55637 2.69966 -4.19918 0.000
C -0.12631 3.60761 -3.09693 0.000
C 0.71776 3.85561 -1.89236 0.000
C 4.44757 2.86305 -6.26163 0.000
C 5.38437 3.38580 -5.14964 0.000
C 6.46822 4.32566 -5.71649 0.000
C 5.98446 5.80235 -6.08052 0.000
C 1.87034 1.76437 -7.32302 0.000
C 1.73432 2.97555 -8.26467 0.000
C 0.64719 2.71042 -9.27905 0.000
C 1.05371 1.76778 -10.47999 0.000
H 0.15856 -1.42708 -4.52399 0.000
H 1.17210 -1.12192 -3.04314 0.000
H 0.39149 -2.62574 -3.56727 0.000
H 2.13193 -2.92035 -5.30479 0.000
H 3.10118 -2.42459 -4.00911 0.000
H 1.96976 -0.58234 -6.20389 0.000
H 3.53605 -1.18048 -6.15621 0.000
H 4.37975 0.29770 -4.97309 0.000
H 3.00292 0.51768 -3.84430 0.000
H 1.65187 4.00828 -5.43999 0.000
H 2.56931 3.67913 -4.04708 0.000
H 0.86023 1.79503 -3.67248 0.000
H -0.14894 2.37816 -4.96553 0.000
H -1.06925 3.26983 -2.66697 0.000
H -0.52202 4.54476 -3.48842 0.000
H 1.00217 2.88738 -1.48035 0.000
H 0.16588 4.31594 -1.07282 0.000
H 1.55793 4.53822 -2.01986 0.000
H 4.15079 3.78267 -6.76594 0.000
H 4.99908 2.30811 -7.02057 0.000
H 5.79650 2.55138 -4.58221 0.000
H 4.71517 3.98195 -4.52925 0.000
H 7.08018 3.91035 -6.51719 0.000
H 7.12198 4.43452 -4.85112 0.000
H 6.84308 6.37722 -6.42754 0.000
H 5.55134 6.28436 -5.20407 0.000
H 5.24513 5.74509 -6.87940 0.000
H 0.89846 1.29939 -7.15764 0.000
H 2.46346 1.17302 -8.02059 0.000
H 2.71681 3.19027 -8.68504 0.000
H 1.53830 3.85796 -7.65555 0.000
H 0.25477 3.58302 -9.80124 0.000
H -0.31977 2.32418 -8.95669 0.000
H 0.44697 1.85693 -11.38111 0.000
H 1.06678 0.75917 -10.06692 0.000
H 2.05927 1.95688 -10.85573 0.000
C -3.81855 -2.69398 -2.25230 0.000
C -5.05900 -3.33432 -1.62846 0.000
C -6.11087 -2.40651 -1.11989 0.000
C -5.60586 -1.76961 0.17874 0.000
P -6.72051 -0.57068 0.99499 0.000
C -5.86950 0.05968 2.52794 0.000
C -5.00826 -0.80644 3.44497 0.002
C -4.74311 -0.34453 4.92450 0.010
C -5.95533 0.30106 5.56117 0.004
C -6.97424 0.87935 -0.05498 0.000
C -5.70104 1.66044 -0.53364 0.000
C -5.97558 2.61957 -1.76289 0.000
C -6.11844 1.76674 -3.07364 0.000
C -8.33595 -1.39539 1.31812 0.000
C -8.18010 -2.62178 2.32454 0.000
C -9.46035 -3.47692 2.54881 0.000
C -9.08670 -4.66759 3.46198 0.000
H -3.23003 -3.44494 -2.77938 0.000
H -3.08029 -2.18776 -1.63036 0.000
H -4.20399 -1.97044 -2.97065 0.000
H -4.79598 -4.02352 -0.82601 0.000
H -5.37409 -4.07875 -2.35966 0.000
H -7.04515 -2.95305 -0.99133 0.000
H -6.29988 -1.70578 -1.93313 0.000
H -4.71491 -1.17943 -0.03570 0.000
H -5.29184 -2.51378 0.91066 0.000
H -6.65500 0.56615 3.08880 0.000
H -5.22927 0.89131 2.23368 0.000
H -4.01897 -0.87342 2.99228 0.001
H -5.34551 -1.83201 3.59512 0.000
H -3.98002 0.43315 4.95632 0.000
H -4.49139 -1.19128 5.56306 0.005
H -6.08868 1.32015 5.19815 0.001
H -5.73983 0.45288 6.61881 0.000
H -6.93630 -0.15882 5.44154 0.000
H -7.73071 1.50946 0.41282 0.000
H -7.51299 0.60084 -0.96067 0.000
H -4.87391 1.02415 -0.84842 0.000
H -5.28673 2.12742 0.35988 0.000
H -5.31031 3.47983 -1.83690 0.000
H -6.96011 3.07801 -1.67000 0.000
H -7.01059 1.14059 -3.06319 0.000
H -5.25874 1.13344 -3.29260 0.000
H -6.22383 2.45140 -3.91520 0.000
H -8.63685 -1.73934 0.32855 0.000
H -9.05919 -0.63052 1.60098 0.000
H -7.89514 -2.18795 3.28303 0.000
H -7.37993 -3.26297 1.95482 0.000
H -9.78409 -3.77862 1.55269 0.000
H -10.35191 -3.04381 3.00227 0.000
H -9.92053 -5.31466 3.73423 0.000
H -8.74675 -4.34499 4.44608 0.000
H -8.30129 -5.25521 2.98664 0.000
C 5.84280 -3.63275 -2.59689 0.000
C 6.39150 -4.09767 -1.26787 0.000
C 5.84524 -3.47408 0.03017 0.000
C 4.40895 -3.90201 0.35453 0.000
P 3.86208 -3.51083 2.00400 0.000
C 4.84756 -4.45701 3.18205 0.000
C 5.01103 -5.94658 2.89409 0.000
C 6.26345 -6.70568 3.39655 0.000
C 7.59405 -6.01973 3.26373 0.000
C 2.10917 -4.05450 2.12285 0.000
C 1.21547 -3.57899 1.02883 0.002
C -0.21768 -3.66261 1.36649 0.008
C -0.98065 -3.14660 0.19879 0.002
C 3.90990 -1.70356 2.61057 0.000
C 2.98404 -0.56810 2.06687 0.000
C 3.34715 -0.14520 0.62334 0.000
C 2.83730 1.29855 0.35757 0.000
H 6.18829 -4.17179 -3.47903 0.000
H 6.04075 -2.56393 -2.67778 0.000
H 4.76183 -3.76132 -2.54158 0.000
H 7.48054 -4.08111 -1.22509 0.000
H 6.17530 -5.16488 -1.31708 0.000
H 5.96514 -2.39082 0.04680 0.000
H 6.55570 -3.81763 0.78205 0.000
H 4.19764 -4.94244 0.10763 0.000
H 3.76535 -3.41249 -0.37640 0.000
H 4.41978 -4.23897 4.16061 0.000
H 5.80751 -3.94943 3.08748 0.000
H 5.04933 -6.07950 1.81291 0.000
H 4.09068 -6.47587 3.14086 0.000
H 6.24976 -7.65462 2.86044 0.000
H 6.22543 -7.08045 4.41939 0.000
H 7.60323 -4.98953 3.61969 0.000
H 7.95660 -5.77785 2.26466 0.000
H 8.34248 -6.62397 3.77641 0.000
H 1.77350 -3.76325 3.11814 0.000
H 2.10708 -5.14363 2.07952 0.000
H 1.31357 -4.12190 0.08877 0.001
H 1.40468 -2.57335 0.65336 0.000
H -0.42843 -3.11665 2.28606 0.004
H -0.51405 -4.70617 1.47256 0.001
H -2.02826 -3.24955 0.48168 0.000
H -0.84060 -3.58877 -0.78761 0.001
H -0.70856 -2.10902 0.00514 0.000
H 4.91270 -1.27956 2.66272 0.000
H 3.66217 -1.85890 3.66062 0.000
H 3.39645 0.19020 2.73245 0.000
H 1.94700 -0.53119 2.40047 0.000
H 3.05385 -0.92895 -0.07510 0.000
H 4.42503 0.00358 0.55900 0.000
H 3.25259 1.59878 -0.60446 0.000
H 3.12324 1.96374 1.17235 0.000
H 1.74807 1.33817 0.36793 0.000


Record 2
206
Properties=species:S:1:pos:R:3:lowdin_spin:R:1 method="wB97M-V/def2-TZVPD" lumo_energy_ev="-5.323 / -5.333" charge=+3 gap_ha="0.094 / 0.253" multiplicity=2 s_squared=0.7573 largest_force_ev_per_a=4.67
C -5.95738 0.34889 2.63838 0.000
N -4.61918 0.26117 1.89436 0.000
C -3.90587 -1.03258 2.28329 0.005
C -5.08475 0.31814 0.42255 0.000
C -3.62486 1.42425 2.26519 0.000
C -3.99659 2.83002 1.70410 0.000
O -5.10814 3.43219 2.27859 0.000
H -5.85649 0.33736 3.72363 0.000
H -6.57194 -0.53203 2.45290 0.000
H -6.48407 1.26719 2.37874 0.000
H -3.84012 -1.13620 3.36635 0.001
H -2.96015 -0.97667 1.74422 0.001
H -4.60252 -1.79962 1.94500 0.002
H -5.48280 1.29440 0.14584 0.000
H -5.81082 -0.49238 0.35957 0.000
H -4.19303 0.07584 -0.15557 0.000
H -2.63216 1.09262 1.96077 0.000
H -3.67644 1.51128 3.35049 0.000
H -3.96941 2.66582 0.62688 0.000
H -3.16643 3.50970 1.89631 0.000
H -5.14485 4.32476 1.92704 0.000
C -2.23735 -7.90188 -2.68442 0.007
C -2.39769 -7.12626 -1.43365 0.024
N -1.55248 -5.97017 -1.35707 0.218
C -1.91850 -4.70594 -1.92379 0.041
C -0.82612 -3.82888 -1.67101 -0.008
N 0.10205 -4.50895 -0.91878 0.160
C -0.35472 -5.80189 -0.70933 0.398
C 1.32989 -3.95415 -0.44463 0.013
H -2.58532 -8.93474 -2.69855 0.001
H -1.21847 -7.98387 -3.06293 0.002
H -2.85714 -7.47088 -3.47068 0.001
H -2.20484 -7.71171 -0.53468 0.008
H -3.45484 -6.92400 -1.26158 0.007
H -2.86679 -4.57107 -2.42273 0.012
H -0.63566 -2.81751 -1.99853 0.001
H 0.26890 -6.56026 -0.25948 0.063
H 2.00642 -3.79235 -1.28380 0.004
H 1.85127 -4.70733 0.14610 0.007
H 1.19330 -3.09144 0.20744 0.004
C 4.74439 -0.35166 11.58405 0.000
C 4.01268 -0.95725 10.43831 0.000
C 2.69601 -0.20452 10.03699 0.000
C 2.28901 -0.82038 8.70887 0.000
P 0.53084 -0.29578 8.14768 0.000
C -0.65579 -0.81934 9.41451 0.000
C -0.58974 -2.32673 9.74788 0.000
C -1.84827 -2.87039 10.42841 0.000
C -3.21291 -2.76181 9.53553 0.000
C 0.11748 -1.19766 6.63148 0.000
C 0.82172 -0.87138 5.26720 0.000
C 0.20170 -1.65476 4.10191 0.003
C 0.81342 -1.23631 2.80358 0.003
C 0.66905 1.54847 7.80893 0.000
C 1.94579 2.00469 7.07216 0.000
C 2.02924 3.58386 6.95209 0.000
C 3.03590 4.02164 5.93889 0.000
H 5.01137 0.68657 11.38683 0.000
H 5.70854 -0.86002 11.57436 0.000
H 4.22262 -0.37001 12.54087 0.000
H 3.66154 -1.95370 10.70644 0.000
H 4.58549 -1.06257 9.51696 0.000
H 2.81193 0.87408 9.93069 0.000
H 1.88998 -0.46194 10.72413 0.000
H 2.20469 -1.90342 8.79841 0.000
H 3.00384 -0.67770 7.89845 0.000
H -1.62475 -0.43905 9.09108 0.000
H -0.34300 -0.24611 10.28725 0.000
H 0.34448 -2.39822 10.30486 0.000
H -0.43212 -2.90878 8.83987 0.000
H -1.91549 -2.36342 11.39099 0.000
H -1.63482 -3.93713 10.49619 0.000
H -3.06973 -2.87529 8.46095 0.000
H -3.55215 -1.72713 9.58518 0.000
H -4.01206 -3.42728 9.86202 0.000
H -0.96482 -1.07380 6.59425 0.000
H 0.35198 -2.19927 6.99184 0.000
H 1.88513 -1.10303 5.32707 0.000
H 0.77349 0.20454 5.09939 0.000
H -0.87179 -1.46573 4.10247 0.000
H 0.22192 -2.73525 4.24410 0.003
H 0.19930 -0.44832 2.36763 0.000
H 0.65523 -2.02118 2.06396 0.003
H 1.86920 -0.96817 2.84268 0.000
H 0.55237 1.99538 8.79624 0.000
H -0.15946 1.68044 7.11305 0.000
H 2.11264 1.53610 6.10227 0.000
H 2.80057 1.72064 7.68597 0.000
H 2.32877 4.01636 7.90672 0.000
H 0.98855 3.84842 6.76477 0.000
H 2.89612 3.63721 4.92856 0.000
H 4.06841 3.73582 6.13969 0.000
H 3.01230 5.08938 5.72101 0.000
C -3.15007 -4.02851 -12.55897 0.000
C -2.01035 -4.81125 -11.94425 0.000
C -0.97437 -4.08870 -11.02678 0.000
C -1.61427 -3.35587 -9.82291 0.000
P -0.66721 -2.80660 -8.37295 0.000
C -0.11280 -4.17801 -7.35643 0.000
C 0.76728 -3.85175 -6.06349 0.001
C 1.53995 -5.09497 -5.56188 0.001
C 2.46696 -4.65214 -4.42801 0.002
C 0.79144 -1.90613 -9.02759 0.000
C 0.41936 -0.69567 -9.87782 0.000
C 1.49385 0.36409 -9.89733 0.000
C 2.73477 -0.19924 -10.65208 0.000
C -1.77074 -1.71262 -7.49722 0.000
C -1.15067 -0.84833 -6.35361 0.000
C -1.89094 0.49842 -6.09867 0.000
C -1.65935 1.63517 -7.15949 0.000
H -2.93833 -3.46375 -13.46687 0.000
H -3.56755 -3.28435 -11.88071 0.000
H -3.80312 -4.87732 -12.76186 0.000
H -1.58066 -5.46120 -12.70650 0.000
H -2.46668 -5.53314 -11.26696 0.000
H -0.45966 -3.34843 -11.63930 0.000
H -0.27924 -4.84748 -10.66742 0.000
H -2.23823 -3.99476 -9.19794 0.000
H -2.25613 -2.57103 -10.22309 0.000
H 0.39442 -4.91002 -7.98493 0.000
H -1.07159 -4.56640 -7.01298 0.001
H 0.09443 -3.44855 -5.30665 0.002
H 1.45937 -3.02257 -6.21038 0.000
H 2.13132 -5.51929 -6.37326 0.000
H 0.87386 -5.90009 -5.25173 0.001
H 2.75053 -5.58326 -3.93738 0.002
H 1.86508 -4.09009 -3.71390 0.000
H 3.38648 -4.14650 -4.72280 0.000
H 1.27920 -2.60844 -9.70358 0.000
H 1.43147 -1.52997 -8.22950 0.000
H -0.45894 -0.15472 -9.52561 0.000
H 0.24105 -1.14991 -10.85249 0.000
H 1.89715 0.33440 -8.88511 0.000
H 1.16122 1.38577 -10.08072 0.000
H 2.50934 -0.16152 -11.71785 0.000
H 2.81977 -1.24851 -10.36938 0.000
H 3.56925 0.44667 -10.37904 0.000
H -2.60711 -2.29702 -7.11372 0.000
H -2.06545 -1.01968 -8.28530 0.000
H -0.07654 -0.80670 -6.53420 0.000
H -1.29837 -1.44921 -5.45626 0.000
H -1.54968 0.83358 -5.11923 0.000
H -2.97160 0.41049 -5.98683 0.000
H -2.37706 1.58775 -7.97848 0.000
H -0.62598 1.58587 -7.50273 0.000
H -1.89680 2.58306 -6.67659 0.000
C -1.85924 3.98480 5.01868 0.000
C -0.89301 3.16783 4.08191 0.000
C -0.17066 4.00342 3.00330 0.000
C 0.74643 3.19060 2.06187 0.000
P 1.39143 4.06449 0.49872 0.000
C 2.32061 2.83924 -0.48588 0.000
C 3.60363 3.44880 -1.13425 0.000
C 4.27253 2.51497 -2.15542 0.000
C 4.54984 1.16964 -1.61792 0.000
C -0.00754 4.75659 -0.43963 0.000
C 0.29399 5.02631 -1.94142 0.000
C -0.92123 5.17270 -2.80234 0.000
C -1.80908 3.85794 -2.92572 0.000
C 2.30620 5.53771 0.96610 0.000
C 3.41205 5.22786 1.99545 0.000
C 3.74915 6.51244 2.78535 0.000
C 4.23055 7.71954 2.07146 0.000
H -2.46904 4.71161 4.48203 0.000
H -1.17028 4.55103 5.64542 0.000
H -2.51294 3.43983 5.69970 0.000
H -1.38423 2.27594 3.69289 0.000
H -0.24360 2.70507 4.82502 0.000
H 0.42618 4.85830 3.32123 0.000
H -0.96372 4.45635 2.40831 0.000
H 0.24297 2.25464 1.81976 0.000
H 1.63312 2.91660 2.63353 0.000
H 1.65354 2.49098 -1.27445 0.000
H 2.64480 2.04296 0.18415 0.000
H 4.39195 3.79985 -0.46837 0.000
H 3.23236 4.36265 -1.59811 0.000
H 5.22670 2.98774 -2.38809 0.000
H 3.64915 2.52839 -3.04947 0.000
H 5.23004 1.27036 -0.77218 0.000
H 5.10218 0.48800 -2.26475 0.000
H 3.64391 0.68032 -1.26019 0.000
H -0.40205 5.59053 0.14090 0.000
H -0.74420 3.96302 -0.31446 0.000
H 0.75521 4.13066 -2.35760 0.000
H 1.04894 5.80342 -2.06074 0.000
H -0.68884 5.47815 -3.82253 0.000
H -1.53429 5.98364 -2.40911 0.000
H -2.68397 4.10192 -3.52833 0.000
H -2.20059 3.61974 -1.93674 0.000
H -1.26786 3.03083 -3.38514 0.000
H 1.57055 6.14751 1.49055 0.000
H 2.57447 6.11550 0.08162 0.000
H 4.33024 4.81772 1.57494 0.000
H 3.09023 4.52248 2.76159 0.000
H 4.41725 6.24309 3.60340 0.000
H 2.82296 6.76936 3.29941 0.000
H 4.25101 8.50105 2.83102 0.000
H 3.55164 8.14698 1.33358 0.000
H 5.20492 7.48383 1.64351 0.000
P -0.86128 0.26645 -1.29364 0.000
F 0.45735 -0.74902 -1.45371 0.001
F -0.32362 0.92880 0.08860 0.000
F -0.07874 1.31238 -2.22376 0.000
F -2.18031 1.18183 -1.38925 0.000
F -1.45746 -0.55185 -2.62718 0.000
F -1.82309 -0.84509 -0.47505 0.003